Entry 1:
# C3H11N2OS

A 2-piece molecular cluster, C3H11N2OS overall (the ωB97M-V functional and the def2-TZVPD basis, OMol25).

Results
Gap between HOMO and LUMO, Eh: 0.260
M, g mol⁻¹: 123.20
Total charge: -1
Energy, eV: -19153.54313
Relative energy (zero: lowest compared OMol25 entry of this formula, charge and spin), kJ/mol: 11.5
HOMO level, eV: -3.0
Maximum force, eV/Å: 0.529

Last column: natural (NBO) charge in e.
Atoms and positions in Å:
1 C 0.707 1.807 0.572  -0.2241
2 C -0.585 2.295 -0.100  -0.5311
3 S -1.244 1.116 -1.318  -0.6758
4 N 1.796 1.521 -0.348  -0.8680
5 H 0.468 0.888 1.113  0.1779
6 H 1.071 2.537 1.313  0.1563
7 H -0.369 3.230 -0.628  0.1694
8 H -1.292 2.528 0.704  0.1756
9 H 2.296 2.360 -0.605  0.3315
10 H 1.394 1.115 -1.188  0.3794
11 N -0.282 -3.584 0.199  -0.8502
12 C -0.307 -2.201 -0.221  0.0939
13 O -1.241 -1.456 0.522  -0.8130
14 H -0.069 -3.625 1.190  0.3435
15 H -1.201 -3.999 0.098  0.3436
16 H 0.709 -1.810 -0.098  0.1436
17 H -0.552 -2.157 -1.286  0.1515
18 H -1.299 -0.566 0.080  0.4960

Cartesian forces, eV/Å:
-0.2 0.1 0.0
0.4 0.2 0.1
-0.1 0.0 0.1
0.4 -0.3 0.1
0.0 0.0 0.1
-0.1 -0.1 -0.1
0.0 0.1 0.1
-0.2 -0.1 -0.1
-0.1 0.2 -0.1
-0.1 0.0 -0.1
0.1 -0.2 0.0
0.0 -0.1 0.0
0.1 0.0 0.1
0.0 0.1 0.0
-0.1 0.1 -0.1
0.0 0.1 0.0
0.0 0.0 0.0
-0.1 -0.1 -0.1


Entry 2:
# C4H3F2N

A 2-piece molecular cluster, C4H3F2N overall at a distorted geometry (the ωB97M-V functional and the def2-TZVPD basis, OMol25).

Results
Gap between HOMO and LUMO, Eh: 0.383
M, g mol⁻¹: 103.07
Total charge: 0
Energy, eV: -11117.78240
Relative energy (zero: lowest compared OMol25 entry of this formula, charge and spin), kJ/mol: 301.2
HOMO level, eV: -10.7
Maximum force, eV/Å: 4.009

Last column: natural (NBO) charge in e.
Atoms and positions in Å:
1 C -1.045 -1.697 0.121  0.2440
2 C -0.048 0.236 -0.762  -0.2576
3 C -1.190 -0.349 -0.362  -0.2972
4 C 2.997 -0.562 -0.527  0.6577
5 N -0.864 -2.764 0.476  -0.3064
6 F 3.307 0.058 0.586  -0.3265
7 F 3.086 -1.821 -0.180  -0.3193
8 H 0.074 1.162 -1.196  0.2035
9 H 0.807 -0.318 -0.648  0.1746
10 H -2.124 0.009 -0.481  0.2272

Cartesian forces, eV/Å:
-0.4 1.2 -0.3
-2.7 -1.2 0.9
3.9 -1.0 -0.3
0.6 -0.6 0.9
0.1 -1.2 0.5
-0.1 0.3 -0.4
-0.1 0.2 -0.5
-0.2 2.0 -0.8
1.9 -1.1 0.2
-2.9 1.4 -0.2


Entry 3:
# C3H8NO2Si

An isolated ion of composition C3H8NO2Si and charge -1 at a distorted geometry (the ωB97M-V functional and the def2-TZVPD basis, OMol25).

Results
SMILES: [H]/N=C(\[O-])O[SiH](C)C
Gap between HOMO and LUMO, Eh: 0.308
M, g mol⁻¹: 118.19
Total charge: -1
Energy, eV: -16705.50831
Relative energy (zero: lowest compared OMol25 entry of this formula, charge and spin), kJ/mol: 13.8
HOMO level, eV: -4.3
Maximum force, eV/Å: 3.876

Last column: natural (NBO) charge in e.
Atoms and positions in Å:
1 C -2.311 -0.106 0.120  0.8391
2 C 1.006 1.143 1.020  -1.0909
3 C 1.157 -1.053 -0.970  -1.1269
4 N -1.611 -0.864 0.846  -0.9400
5 O -3.484 0.050 -0.164  -0.7326
6 O -1.381 0.864 -0.747  -1.0100
7 Si 0.205 0.594 -0.678  1.7120
8 H 1.193 2.138 1.067  0.1972
9 H 0.672 0.884 2.065  0.2361
10 H 2.040 0.716 0.905  0.1930
11 H 1.884 -1.280 -0.142  0.2230
12 H 0.570 -2.032 -1.053  0.2394
13 H 1.716 -0.973 -1.909  0.2056
14 H -2.332 -1.532 1.362  0.3332
15 H 0.674 1.452 -1.722  -0.2780

Cartesian forces, eV/Å:
-0.6 1.9 -2.5
0.6 -3.1 -0.1
-0.5 -1.7 0.1
-0.3 -2.8 2.6
-0.4 0.2 0.1
-1.4 -1.4 0.8
0.6 -1.0 2.8
0.3 3.5 -0.1
-0.2 -0.3 -1.4
-0.6 0.2 0.3
-0.6 0.5 -0.7
0.4 1.5 0.1
0.1 0.0 0.1
1.9 1.8 -1.3
0.7 0.8 -0.8


Number 2 is which compound? C4H3F2N


Which value of gap between HOMO and LUMO does entry 1 give? 0.260 Eh


Which value of maximum force does entry 2 give? 4.009 eV/Å